Entry 1:
This record from OMol25 describes a molecular structure, C20H45N2P3S2Tb. The level of theory is wB97M-V/def2-TZVPD.

Last column: Mulliken spin population.
Element x y z (Å)
Tb -0.41 0.26 0.23  6.084
P -1.98 -2.09 -0.16  -0.015
P 1.57 -1.95 -0.05  -0.028
P 0.53 -0.30 -3.06  0.013
H -1.02 7.64 -0.59  0.000
C -1.41 7.05 -1.45  -0.001
C -2.60 6.43 -1.54  0.000
H -3.20 6.07 -0.71  0.000
C -3.04 -2.34 1.31  0.001
C -1.53 -3.85 -0.49  0.000
C -3.22 -1.85 -1.48  0.002
C 3.28 -1.26 0.05  -0.003
C 1.62 -3.00 1.47  0.002
C 1.90 -3.34 -1.25  -0.003
C -0.17 0.75 -4.36  -0.003
C -0.11 -1.91 -3.56  -0.002
C 2.32 -0.27 -3.23  0.000
H -0.78 7.12 -2.36  0.000
H -3.10 6.42 -2.54  0.000
H -2.97 -1.46 1.98  -0.002
H -2.72 -3.25 1.84  0.000
H -4.08 -2.46 0.98  0.000
H -0.84 -4.23 0.28  0.001
H -1.06 -3.93 -1.49  0.001
H -2.43 -4.48 -0.49  -0.002
H -3.65 -0.84 -1.39  -0.002
H -4.02 -2.59 -1.34  0.000
H -2.76 -1.99 -2.46  0.001
H 4.02 -2.07 0.03  0.000
H 3.37 -0.71 1.00  0.001
H 3.46 -0.59 -0.80  0.000
H 2.34 -3.82 1.33  0.000
H 0.63 -3.44 1.67  -0.001
H 1.94 -2.40 2.33  0.001
H 2.69 -4.01 -0.88  -0.001
H 2.23 -2.95 -2.22  0.000
H 1.00 -3.95 -1.39  0.000
H 0.31 0.50 -5.32  0.000
H -0.03 1.81 -4.12  0.000
H -1.26 0.58 -4.39  0.000
H 0.14 -2.07 -4.64  -0.001
H -1.19 -2.02 -3.48  0.001
H 0.29 -2.79 -3.05  0.001
H 2.55 -0.02 -4.29  0.000
H 2.81 -1.22 -2.98  0.000
H 2.78 0.50 -2.60  -0.001
C -0.86 3.24 -0.93  0.006
C 0.34 3.66 -1.51  -0.016
C 1.05 4.69 -0.88  0.002
C 0.60 5.28 0.30  -0.007
C -0.66 4.94 0.81  0.000
C -1.41 3.96 0.19  -0.003
S -1.89 1.99 -1.56  -0.046
H -0.23 0.58 -2.05  0.020
H 0.65 3.15 -2.43  0.001
H 1.95 4.99 -1.44  0.000
H 1.11 6.09 0.87  0.000
H -1.09 5.51 1.65  0.000
H -2.47 3.80 0.48  0.001
C 1.73 -0.43 5.75  0.000
N 1.42 -0.21 4.33  -0.002
C 0.23 -0.58 3.80  -0.001
S -0.67 0.55 2.81  -0.004
N -0.32 -1.75 4.16  0.000
C 0.43 -2.89 4.72  0.000
H 2.40 -1.27 5.86  0.000
H 0.83 -0.60 6.35  0.000
H 2.24 0.45 6.12  0.000
H 1.80 0.65 3.92  0.001
H -1.23 -1.94 3.75  0.000
H 0.00 -3.82 4.33  0.000
H 1.50 -2.85 4.45  0.000
H 0.36 -2.87 5.82  0.000

Summary:
Molar mass: 629.6 g/mol
Lowest unoccupied orbital energy (alpha / beta): -9.76 / -9.31 eV
ΔE to the lowest compared entry with this formula, charge and spin: 0.000 eV
Net charge: +3
E_HOMO (alpha / beta): -14.8 / -14.8 eV
Spin multiplicity: 7

Entry 2:
This record from OMol25 describes a molecular structure, C20H46AgN6O10S. The level of theory is wB97M-V/def2-TZVPD.

Last column: Löwdin charge in e.
Element x y z (Å)
Ag 0.99 0.11 0.46  0.957
C -0.46 -5.29 -3.62  -0.158
C -1.25 -4.37 -2.64  -0.203
O -1.89 -5.30 -1.85  -0.215
S -2.52 -6.55 -2.75  0.749
O -3.82 -6.09 -3.31  -0.261
O -2.45 -7.77 -1.99  -0.224
O -1.29 -6.44 -3.86  -0.201
H 0.51 -5.60 -3.21  0.127
H -0.21 -4.79 -4.55  0.126
H -2.03 -3.77 -3.10  0.127
H -0.52 -3.75 -2.11  0.132
C -2.19 2.80 5.23  0.000
C -1.35 1.65 4.69  -0.566
O -0.58 1.90 3.79  0.011
N -1.55 0.41 5.21  0.019
C -2.35 -0.03 6.39  -0.065
H -3.10 2.86 4.62  0.091
H -1.57 3.69 5.14  0.085
H -2.40 2.64 6.29  0.068
H -1.08 -0.38 4.78  0.126
H -3.32 0.46 6.39  0.082
H -1.77 0.09 7.30  0.082
H -2.56 -1.09 6.36  0.076
C 1.97 -3.81 4.02  -0.008
C 0.64 -3.89 3.40  -0.560
O 0.29 -3.09 2.52  -0.014
N -0.23 -4.75 4.01  0.013
C -1.62 -4.92 3.49  -0.055
H 2.09 -4.65 4.71  0.083
H 2.02 -2.83 4.48  0.095
H 2.75 -3.87 3.26  0.095
H -0.04 -4.94 4.99  0.130
H -2.36 -4.45 4.13  0.074
H -1.89 -5.98 3.47  0.077
H -1.77 -4.54 2.48  0.080
C 3.95 0.78 -5.05  0.010
C 2.53 0.19 -4.81  -0.561
O 2.26 -0.20 -3.67  -0.022
N 1.61 0.18 -5.74  0.015
C 1.81 0.62 -7.11  -0.082
H 4.04 1.85 -5.24  0.080
H 4.35 0.23 -5.90  0.078
H 4.44 0.50 -4.11  0.079
H 0.67 -0.08 -5.50  0.146
H 0.84 0.86 -7.54  0.086
H 2.29 -0.16 -7.70  0.089
H 2.38 1.53 -7.29  0.085
C -0.62 5.83 -1.45  -0.001
C 0.24 4.72 -1.98  -0.604
O 0.84 3.93 -1.28  0.024
N 0.36 4.78 -3.29  0.009
C -0.29 5.62 -4.27  -0.077
H -1.67 5.62 -1.63  0.086
H -0.45 6.76 -2.00  0.077
H -0.56 5.92 -0.37  0.091
H 0.94 4.08 -3.73  0.141
H -1.37 5.62 -4.12  0.082
H -0.26 5.25 -5.30  0.090
H 0.06 6.64 -4.12  0.087
C 5.91 2.21 2.28  0.001
C 5.00 1.51 3.25  -0.557
O 4.05 0.79 2.84  -0.032
N 5.13 1.87 4.51  0.009
C 4.19 1.57 5.58  -0.055
H 6.49 1.39 1.86  0.087
H 6.51 2.99 2.74  0.078
H 5.28 2.60 1.47  0.087
H 5.87 2.49 4.80  0.140
H 3.22 1.19 5.25  0.085
H 4.09 2.36 6.33  0.084
H 4.70 0.82 6.17  0.081
C -5.20 -0.44 -0.34  0.005
C -4.08 0.08 -1.29  -0.525
O -2.86 -0.06 -1.00  -0.035
N -4.43 0.69 -2.40  -0.004
C -3.49 1.02 -3.41  -0.069
H -6.09 -0.76 -0.87  0.069
H -5.52 0.25 0.44  0.079
H -4.88 -1.38 0.12  0.077
H -5.43 0.79 -2.50  0.150
H -2.42 0.92 -3.24  0.088
H -3.74 2.03 -3.73  0.084
H -3.81 0.40 -4.25  0.087

Summary:
Molar mass: 670.6 g/mol
Lowest unoccupied orbital energy: -4.57 eV
Net charge: +1
E_HOMO: -11.5 eV

Entry 3:
This record from OMol25 describes a molecular structure, C20H46AlO14P2. The level of theory is wB97M-V/def2-TZVPD.

Last column: Löwdin charge in e.
Element x y z (Å)
Al 1.06 -2.12 1.00  1.283
C 0.54 3.70 -2.49  -0.016
C 1.73 3.90 -1.53  -0.171
O 2.15 2.61 -1.04  -0.128
P 1.87 2.19 0.47  0.461
O 1.67 0.74 0.73  -0.221
O 0.62 3.10 0.86  -0.158
C 0.10 3.01 2.22  -0.220
C 0.95 3.80 3.21  -0.038
O 3.15 2.80 1.18  -0.091
C 4.42 2.30 0.71  -0.224
C 5.49 2.15 1.77  -0.037
H 0.01 2.83 -2.11  0.071
H -0.04 4.63 -2.52  0.100
H 0.81 3.54 -3.53  0.087
H 2.53 4.24 -2.19  0.144
H 1.41 4.59 -0.76  0.128
H -0.87 3.50 2.23  0.125
H -0.05 1.96 2.46  0.108
H 0.63 3.60 4.23  0.100
H 2.01 3.51 3.18  0.069
H 0.88 4.85 2.96  0.100
H 4.34 1.35 0.18  0.126
H 4.81 3.04 0.00  0.147
H 6.42 2.00 1.21  0.101
H 5.61 3.04 2.39  0.099
H 5.39 1.33 2.48  0.092
C -4.46 -1.95 -2.53  -0.051
C -4.04 -1.69 -1.08  -0.213
O -3.52 -0.33 -1.04  -0.190
P -2.64 0.16 0.20  0.434
O -1.39 -0.59 0.47  -0.290
O -2.41 1.68 -0.20  -0.173
C -3.57 2.56 -0.27  -0.236
C -3.25 3.79 -1.10  -0.048
O -3.67 0.20 1.43  -0.144
C -3.26 0.45 2.77  -0.232
C -4.33 1.23 3.55  -0.025
H -4.77 -1.01 -2.98  0.087
H -3.59 -2.28 -3.11  0.067
H -5.23 -2.70 -2.68  0.090
H -4.93 -1.82 -0.47  0.128
H -3.19 -2.34 -0.83  0.110
H -4.52 2.16 -0.61  0.135
H -3.70 2.89 0.76  0.112
H -3.31 3.60 -2.17  0.089
H -3.96 4.55 -0.77  0.097
H -2.28 4.19 -0.79  0.070
H -3.16 -0.58 3.16  0.137
H -2.34 1.04 2.78  0.102
H -4.31 2.22 3.08  0.073
H -5.33 0.83 3.37  0.093
H -4.18 1.42 4.61  0.093
C 4.30 1.21 -4.10  -0.031
C 2.99 0.52 -4.21  -0.181
O 2.59 0.05 -2.93  0.087
C 1.33 -0.26 -2.61  -0.553
O 0.99 -0.78 -1.57  0.079
O 0.48 0.02 -3.58  0.024
C -0.92 -0.22 -3.41  0.022
H 5.07 0.71 -3.50  0.098
H 4.09 2.16 -3.58  0.083
H 4.87 1.46 -4.99  0.106
H 3.04 -0.35 -4.89  0.164
H 2.19 1.09 -4.71  0.147
H -1.11 -1.26 -3.16  0.105
H -1.33 0.09 -4.37  0.121
H -1.35 0.37 -2.60  0.082
C 1.38 -8.64 0.27  -0.015
C 0.95 -7.24 0.63  -0.178
O 0.44 -7.10 1.96  0.105
C 0.43 -5.87 2.51  -0.562
O 0.89 -4.89 1.96  -0.012
O -0.12 -6.00 3.69  0.073
C -0.04 -4.91 4.58  -0.022
H 2.47 -8.61 0.19  0.100
H 0.93 -8.96 -0.66  0.097
H 1.19 -9.30 1.12  0.102
H 0.16 -6.87 -0.03  0.155
H 1.80 -6.55 0.56  0.136
H 1.00 -4.72 4.86  0.114
H -0.57 -5.08 5.51  0.113
H -0.47 -3.97 4.22  0.092

Summary:
Molar mass: 599.5 g/mol
Lowest unoccupied orbital energy: -15.64 eV
ΔE to the lowest compared entry with this formula, charge and spin: 0.999 eV
Net charge: +3
E_HOMO: -17.5 eV

Entry 4:
This record from OMol25 describes a molecular structure, C20H46As3F27N5O14S3. The level of theory is wB97M-V/def2-TZVPD.

Last column: Löwdin charge in e.
Element x y z (Å)
C -23.43 -6.13 -10.71  -0.017
N -23.15 -5.53 -12.04  -0.341
C -21.70 -5.27 -12.10  -0.006
C -23.57 -6.49 -13.11  0.024
C -23.86 -4.20 -12.08  -0.083
C -24.41 -3.75 -13.45  -0.238
O -23.37 -3.53 -14.37  -0.058
H -23.31 -5.39 -9.91  0.117
H -22.76 -6.90 -10.48  0.070
H -24.47 -6.49 -10.59  0.114
H -21.38 -4.69 -11.21  0.118
H -21.47 -4.55 -12.93  0.128
H -21.14 -6.16 -12.17  0.079
H -22.93 -7.33 -12.97  0.088
H -23.27 -6.07 -14.12  0.128
H -24.65 -6.73 -13.04  0.126
H -23.12 -3.46 -11.75  0.137
H -24.68 -4.31 -11.36  0.139
H -25.11 -2.91 -13.37  0.135
H -24.97 -4.63 -13.80  0.106
H -23.70 -3.09 -15.17  0.112
C -21.10 -12.66 -8.83  0.030
C -19.82 -13.39 -9.22  -0.372
O -19.67 -14.48 -9.72  0.143
N -18.57 -12.63 -8.81  0.069
H -18.03 -12.36 -9.66  0.111
H -18.77 -11.78 -8.19  0.138
C -17.71 -13.51 -7.92  0.017
H -21.92 -13.38 -8.99  0.111
H -21.10 -11.76 -9.50  0.095
H -21.11 -12.20 -7.86  0.047
H -16.86 -12.85 -7.59  0.108
H -17.34 -14.36 -8.48  0.101
H -18.34 -13.83 -7.13  0.093
C -20.32 -5.78 -6.90  0.055
C -21.26 -6.37 -5.91  -0.428
O -22.43 -6.65 -6.02  0.093
N -20.89 -6.52 -4.50  0.077
H -20.27 -7.32 -4.40  0.141
H -20.25 -5.75 -4.18  0.162
C -22.13 -6.77 -3.66  0.033
H -19.71 -6.56 -7.31  0.085
H -19.66 -5.19 -6.29  0.081
H -20.83 -5.30 -7.71  0.087
H -22.67 -7.58 -4.07  0.077
H -22.75 -5.86 -3.72  0.111
H -21.77 -7.01 -2.68  0.102
C -18.56 -1.60 -11.08  0.028
C -19.11 -0.30 -11.38  -0.402
O -20.16 -0.15 -11.88  0.160
N -18.28 1.02 -10.98  0.094
H -18.48 1.17 -9.91  0.152
H -17.28 0.82 -10.96  0.155
C -18.62 2.09 -12.04  0.001
H -18.09 -1.90 -12.08  0.118
H -19.43 -2.21 -10.82  0.113
H -17.83 -1.54 -10.33  0.047
H -18.41 1.75 -13.04  0.095
H -18.03 2.98 -11.79  0.097
H -19.61 2.47 -12.00  0.076
C -19.23 -9.49 -10.51  0.040
C -18.84 -8.06 -10.89  -0.351
O -19.48 -7.11 -10.64  0.149
N -17.37 -7.82 -11.40  0.091
H -16.92 -8.77 -11.39  0.130
H -17.38 -7.31 -12.27  0.114
C -16.75 -6.90 -10.40  -0.004
H -20.34 -9.45 -10.40  0.101
H -18.67 -9.68 -9.58  0.103
H -19.08 -10.21 -11.32  0.094
H -16.89 -7.11 -9.36  0.109
H -17.14 -5.94 -10.80  0.090
H -15.68 -6.93 -10.58  0.103
C -14.00 -11.85 -10.23  -0.635
F -14.13 -13.18 -9.91  0.098
F -12.97 -11.40 -9.48  0.126
F -13.59 -11.77 -11.49  0.138
S -15.59 -10.95 -10.02  0.506
O -15.36 -9.62 -10.62  -0.325
O -16.54 -11.78 -10.77  -0.347
O -15.92 -10.96 -8.63  -0.293
C -18.08 -5.15 -15.58  -0.649
F -18.43 -4.20 -16.44  0.122
F -19.09 -5.99 -15.33  0.121
F -17.12 -5.89 -16.23  0.088
S -17.31 -4.36 -14.09  0.513
O -17.18 -5.46 -13.11  -0.363
O -16.04 -3.87 -14.57  -0.294
O -18.27 -3.37 -13.60  -0.357
C -22.03 -10.65 -5.28  -0.660
F -22.45 -10.33 -4.04  0.111
F -22.00 -11.94 -5.38  0.148
F -22.91 -10.16 -6.16  0.120
S -20.27 -10.02 -5.67  0.506
O -19.79 -10.85 -6.74  -0.330
O -20.58 -8.66 -6.04  -0.308
O -19.60 -10.25 -4.41  -0.286
As -17.14 -0.15 -7.39  0.704
F -16.46 1.39 -6.93  -0.250
F -16.20 -0.23 -8.88  -0.277
F -17.90 -1.58 -7.82  -0.228
F -18.28 -0.17 -6.12  -0.226
F -18.35 0.81 -8.33  -0.301
F -15.88 -0.98 -6.60  -0.213
As -16.91 -6.23 -3.45  0.642
F -17.94 -7.32 -2.61  -0.261
F -17.09 -5.23 -2.13  -0.209
F -15.96 -5.17 -4.37  -0.218
F -16.91 -7.34 -4.74  -0.246
F -18.45 -5.50 -4.18  -0.323
F -15.57 -7.07 -2.80  -0.237
As -24.49 -9.88 -10.24  0.606
F -24.08 -8.67 -9.13  -0.224
F -23.31 -10.88 -9.62  -0.216
F -24.80 -10.88 -11.57  -0.236
F -25.62 -8.78 -11.09  -0.298
F -23.26 -9.19 -11.27  -0.291
F -25.66 -10.55 -9.24  -0.200

Summary:
Molar mass: 1414.5 g/mol
Lowest unoccupied orbital energy: 0.94 eV
Net charge: -1
E_HOMO: -8.3 eV

Entry 5:
This record from OMol25 describes 3 unconnected molecules or ions with the total composition C20H46BBrFN2O. The level of theory is wB97M-V/def2-TZVPD.

Last column: Löwdin charge in e.
Element x y z (Å)
C -1.11 -4.25 0.55  -0.170
C -1.83 -4.56 -0.77  -0.200
B -2.82 -3.46 -1.34  -0.615
O -3.27 -3.79 -2.66  0.045
C -3.39 -2.26 -0.55  -0.210
C -4.83 -2.02 -0.95  -0.401
C -5.80 -3.09 -0.43  -0.056
F -5.30 -0.75 -0.45  -0.097
C -2.67 -0.97 -0.80  -0.591
Br -0.73 -1.28 -1.38  0.659
C -2.59 0.04 0.35  -0.311
C -2.45 1.49 -0.10  -0.122
H -0.24 -3.61 0.38  0.027
H -1.79 -3.71 1.21  0.056
H -0.75 -5.15 1.06  0.052
H -1.10 -4.82 -1.55  0.087
H -2.44 -5.47 -0.65  0.098
H -3.08 -3.07 -3.26  0.080
H -4.99 -1.91 -2.04  0.123
H -5.33 -3.64 0.38  0.071
H -6.08 -3.78 -1.23  0.072
H -6.71 -2.61 -0.07  0.066
H -3.03 -0.43 -1.70  0.085
H -1.76 -0.24 1.00  0.061
H -3.50 -0.12 0.93  0.099
H -3.41 1.87 -0.46  0.070
H -2.10 2.13 0.71  0.064
H -1.73 1.58 -0.92  0.037
C 0.70 2.90 -1.96  -0.089
C 2.00 3.28 -2.65  -0.274
N 3.09 2.37 -2.35  -0.199
C 4.39 2.85 -2.74  -0.259
C 4.67 3.05 -4.24  -0.091
C 2.82 0.96 -2.62  -0.244
C 2.41 0.57 -4.05  -0.078
H 0.85 2.79 -0.89  0.067
H -0.05 3.67 -2.13  0.077
H 0.29 1.96 -2.33  0.054
H 2.32 4.27 -2.32  0.114
H 1.81 3.37 -3.74  0.100
H 5.14 2.17 -2.33  0.108
H 4.54 3.81 -2.24  0.106
H 4.78 2.11 -4.77  0.053
H 5.59 3.62 -4.37  0.065
H 3.86 3.61 -4.72  0.064
H 2.02 0.63 -1.95  0.078
H 3.71 0.40 -2.32  0.114
H 1.65 1.24 -4.44  0.067
H 1.98 -0.43 -4.04  0.071
H 3.26 0.57 -4.74  0.051
C 1.38 0.77 1.34  -0.090
C 1.61 1.17 2.79  -0.269
N 0.46 0.90 3.64  -0.196
C 0.55 1.51 4.95  -0.258
C 1.65 1.04 5.90  -0.092
C -0.05 -0.47 3.60  -0.234
C 0.93 -1.60 3.95  -0.076
H 0.46 1.21 0.96  0.062
H 2.21 1.10 0.72  0.070
H 1.29 -0.31 1.22  0.060
H 1.79 2.25 2.85  0.114
H 2.53 0.68 3.15  0.099
H -0.42 1.38 5.44  0.109
H 0.67 2.59 4.79  0.106
H 1.45 0.04 6.30  0.052
H 1.73 1.72 6.75  0.064
H 2.62 1.01 5.41  0.063
H -0.44 -0.66 2.60  0.084
H -0.91 -0.51 4.27  0.117
H 1.88 -1.48 3.44  0.065
H 0.50 -2.55 3.63  0.072
H 1.13 -1.67 5.02  0.050

Summary:
Molar mass: 440.3 g/mol
Lowest unoccupied orbital energy: 2.66 eV
Net charge: -1
E_HOMO: -2.5 eV

no.,total energy (eV)
1,-96395.8717
2,-65728.1372
3,-75297.2040
4,-346006.4473
5,-99951.0092